(1)
The following is a DFT calculation (ωB97M-V/def2-TZVPD) of C9H22KNO12S2V as an isolated structure.

Geometry as ORCA input:
```
! wB97M-V def2-TZVPD RIJCOSX def2/J DEFGRID3
* xyz 1 1
K 15.24076 -24.41300 -29.59283
O 14.36347 -24.70196 -24.37023
V 14.98168 -23.70986 -25.44301
O 15.71102 -22.52318 -24.68593
C 12.64655 -21.34575 -27.78196
C 13.47979 -22.26534 -26.96637
O 13.06334 -22.73429 -25.88911
O 14.66351 -22.60625 -27.36122
H 12.76650 -21.51427 -28.85024
H 13.01649 -20.32979 -27.59928
H 11.60391 -21.38015 -27.48790
O 18.84276 -22.02043 -30.43218
S 18.61316 -22.79845 -29.28639
O 17.90514 -24.05511 -29.42956
O 19.98946 -23.06240 -28.62906
C 20.10541 -23.99154 -27.53004
C 21.55192 -24.35088 -27.36718
C 17.82865 -21.77969 -28.10348
H 19.50428 -24.88589 -27.71415
H 19.68162 -23.53953 -26.62437
H 21.70755 -24.76703 -26.37156
H 22.21209 -23.49471 -27.48419
H 21.84241 -25.11867 -28.08368
H 17.68787 -22.29155 -27.15580
H 16.87125 -21.46968 -28.51628
H 18.48006 -20.91384 -28.01238
O 9.78408 -16.69104 -29.65238
S 11.13158 -16.53278 -29.25443
O 11.77728 -15.26617 -29.27906
O 11.21439 -17.11499 -27.78220
C 12.19684 -16.52333 -26.87977
C 12.23011 -17.38152 -25.63759
C 12.11188 -17.72409 -30.14269
H 11.88802 -15.50340 -26.66254
H 13.16957 -16.47105 -27.37287
H 12.63400 -18.37503 -25.86224
H 11.23007 -17.52512 -25.23485
H 12.89638 -16.94645 -24.89498
H 12.27220 -17.30834 -31.13251
H 11.52999 -18.63928 -30.11491
H 13.04834 -17.82884 -29.59905
C 9.51854 -23.74856 -27.84729
N 9.41633 -25.14663 -28.35286
O 9.78465 -26.02384 -27.60381
O 8.98354 -25.30667 -29.47621
H 10.56266 -23.64268 -27.55819
H 8.89695 -23.61931 -26.96881
H 9.26459 -23.06791 -28.64971
*
```

Output
DFT total energy: -3653.778602 Eh
HOMO level: -13.28 eV
Lowest unoccupied orbital energy: -5.607 eV

=====

(2)
The following is a DFT calculation (ωB97M-V/def2-TZVPD) of C26H48ClOOsP as an isolated structure.

Geometry as ORCA input:
```
! wB97M-V def2-TZVPD RIJCOSX def2/J DEFGRID3
* xyz 0 5
Os -1.01756 0.83571 1.94139
P -0.42263 -0.45867 0.05084
Cl -2.12306 -1.09788 2.72299
C 3.25950 0.38095 1.80265
H 3.10507 -0.56839 1.22930
H 2.58403 0.63467 2.58922
C -2.22878 -0.29723 -0.38037
C -0.05262 -2.34619 0.16159
C -2.74273 -0.49699 -1.82361
H -2.69670 -1.08480 0.22717
C -4.29610 -0.38719 -1.77558
H -2.33858 0.28081 -2.50078
H -2.47557 -1.48830 -2.25589
C -4.81524 0.87987 -1.08836
H -4.69075 -0.39800 -2.79853
H -4.69865 -1.27068 -1.25032
C -4.16648 1.17621 0.25652
H -4.61552 1.76091 -1.71319
H -5.89599 0.82526 -0.91487
C -2.61079 1.08597 0.15147
H -4.37105 2.18865 0.63765
H -4.45260 0.46576 1.04949
H -2.22743 1.85619 -0.54639
H -2.40287 1.31973 1.26773
C 0.46188 0.03617 -1.65087
C 1.40742 -2.74292 -0.09591
H -0.26560 -2.49185 1.23323
C 1.64215 -4.24084 0.18994
H 1.67699 -2.55444 -1.14263
H 2.08933 -2.12754 0.50781
C 0.67230 -5.16080 -0.54744
H 2.67440 -4.50924 -0.06116
H 1.52562 -4.40349 1.26782
C -0.79144 -4.73375 -0.37603
H 0.91677 -5.18697 -1.61670
H 0.78930 -6.19001 -0.18949
C -1.02140 -3.24528 -0.63236
H -1.44029 -5.32168 -1.03661
H -1.10839 -4.96403 0.64864
H -0.91557 -3.05059 -1.70754
H -2.06130 -3.00850 -0.38166
C 0.06642 1.40165 -2.21671
H 1.51226 0.09325 -1.30512
C 1.13380 1.83392 -3.23078
H -0.89589 1.31337 -2.73612
H -0.06851 2.14125 -1.42001
C 1.23506 0.84410 -4.38639
H 0.91177 2.83977 -3.59200
H 2.09593 1.88788 -2.70842
C 1.38114 -0.59999 -3.90343
H 0.34055 0.92398 -5.01385
H 2.08305 1.10893 -5.02352
C 0.38195 -0.96897 -2.81552
H 1.27590 -1.29307 -4.73978
H 2.39332 -0.74330 -3.51271
H -0.63270 -0.94110 -3.23686
H 0.55046 -2.00022 -2.49245
C 0.18142 2.16346 1.20310
C 3.92017 1.47478 1.47874
H 0.96203 2.04066 0.46047
C 4.08171 2.68356 2.32787
H 3.77750 1.72101 0.38711
C 2.87075 2.98482 3.32951
H 4.96036 2.51424 2.96169
H 4.22840 3.55260 1.68973
C 1.78219 3.90530 2.80149
H 2.44541 2.09971 3.84706
H 3.41040 3.51412 4.15215
C 0.48789 3.43741 1.97441
H 1.34733 4.35357 3.71394
H 2.26174 4.78876 2.36506
H -0.29033 3.49680 2.72003
H 0.44278 4.27062 1.26909
C -0.09997 0.63969 4.86524
O -0.17479 1.28905 3.64641
H -0.24205 1.29824 5.74652
H 0.87689 0.15994 5.03229
H -0.85340 -0.13037 4.91257
*
```

Output
DFT total energy: -1986.670147 Eh
Energy relative to the best compared isomer or geometry (same formula, charge and spin): 0.0 kcal/mol
HOMO level (alpha / beta): -6.08 / -8.17 eV
Lowest unoccupied orbital energy (alpha / beta): 0.525 / -1.191 eV

=====

(3)
The following is a DFT calculation (ωB97M-V/def2-TZVPD) of a 2-piece molecular cluster, C2H8N3O2 overall.

Geometry as ORCA input:
```
! wB97M-V def2-TZVPD RIJCOSX def2/J DEFGRID3
* xyz -1 1
C -1.13287 0.83886 -0.08837
C -0.80107 -0.19207 -1.21565
N -0.13411 0.90304 1.00171
N 1.07543 1.29027 0.36377
N 1.55907 -1.85524 1.40203
O 0.37323 -1.64590 1.67995
O 0.36640 0.18623 -1.92325
H -1.30151 1.85308 -0.43506
H -2.02113 0.54598 0.37276
H -1.55393 -0.31343 -1.99674
H -0.60282 -1.22152 -0.67100
H -0.09500 -0.05723 1.48522
H 1.91829 0.87590 0.92469
H 1.49989 -1.81356 0.25742
H 0.85015 0.60560 -1.15749
*
```

Output
DFT total energy: -395.585459 Eh
Energy relative to the best compared isomer or geometry (same formula, charge and spin): 163.9 kcal/mol
HOMO level (alpha / beta): -2.60 / -1.64 eV
Lowest unoccupied orbital energy (alpha / beta): 4.157 / 4.092 eV

=====

(4)
The following is a DFT calculation (ωB97M-V/def2-TZVPD) of C4H3N4P as an isolated structure.

Geometry as ORCA input:
```
! wB97M-V def2-TZVPD RIJCOSX def2/J DEFGRID3
* xyz 0 3
C 1.27014 -0.23681 -1.33966
C -0.50322 -1.07707 -0.31901
C -0.18835 0.24973 0.24484
C -0.03601 0.66533 1.69088
N 1.00800 0.72810 -0.57476
N -1.54626 0.43220 -0.09838
N -2.26815 0.98548 0.76401
N 0.44845 -1.31541 -1.25542
P -1.47572 1.56662 2.18735
H 2.16406 -0.20710 -1.92766
H 0.64889 0.36499 2.57524
H 0.47816 -2.15605 -1.94742
*
```

Output
DFT total energy: -714.314057 Eh
HOMO level (alpha / beta): -6.98 / -8.84 eV
Lowest unoccupied orbital energy (alpha / beta): -0.059 / -2.344 eV

=====

(5)
The following is a DFT calculation (ωB97M-V/def2-TZVPD) of a 2-piece molecular cluster, C3H11NOS2 overall.

Geometry as ORCA input:
```
! wB97M-V def2-TZVPD RIJCOSX def2/J DEFGRID3
* xyz 0 1
N 2.91800 0.02112 0.94445
C 1.76220 0.18721 0.00150
C 0.72842 0.94723 0.95468
S -0.52705 -0.32751 1.64443
S -1.78835 -0.66269 0.04035
C -3.06001 0.61228 0.10183
H 2.51275 -0.41157 1.78857
H 3.63263 -0.62011 0.46668
H 2.11389 0.86020 -0.77254
H 1.26999 -0.64491 -0.43538
H 1.37907 1.66056 1.53090
H 0.08906 1.73353 0.43551
H -2.43705 1.52344 0.34092
H -3.66468 0.40057 -0.82153
H -3.69613 0.50663 0.96232
H -0.29626 -2.72768 -2.30099
H -0.85623 -1.27532 -2.35455
O -0.08025 -1.78297 -2.52714
*
```

Output
DFT total energy: -1047.220558 Eh
SMILES: CSSCCN.O
Energy relative to the best compared isomer or geometry (same formula, charge and spin): 29.4 kcal/mol
HOMO level: -9.05 eV
Lowest unoccupied orbital energy: 0.468 eV